--- a ---
Entry from the Open Molecules 2025 dataset: a 2-piece molecular cluster, C4H8INS overall (ωB97M-V/def2-TZVPD).

Cartesian coordinates (Å):
I (3.21409, -0.18683, -0.10542)
S (-1.25024, -0.60948, -0.26585)
N (-0.41490, 1.92355, -0.47961)
C (-0.00889, -1.93756, -0.67539)
C (-1.12949, 1.16398, -1.13861)
C (0.26035, 1.45524, 0.63550)
C (-0.40022, 0.15689, 1.14801)
H (-1.16724, 0.37517, 1.88872)
H (-1.67738, 1.32139, -2.03677)
H (1.00532, -1.56674, -0.48949)
H (1.32740, 1.20284, 0.33123)
H (-0.26844, -2.78677, -0.05275)
H (0.32048, -0.54520, 1.55702)
H (0.31801, 2.21728, 1.40779)
H (-0.12885, -2.18376, -1.72439)

Summary:
- LUMO level: -0.02680 Eh
- Frontier orbital gap: 6.5 eV

=====

--- b ---
Entry from the Open Molecules 2025 dataset: C4H8INS as an isolated structure (ωB97M-V/def2-TZVPD).

Cartesian coordinates (Å):
I (0.72827, -1.82409, -3.02643)
S (-1.48064, -0.74175, -1.01181)
N (-0.23242, -0.34634, -1.98756)
C (1.26475, -0.49981, 2.07421)
C (1.36507, 0.45691, -0.17444)
C (-2.04563, 1.03002, -0.81461)
C (0.84047, -0.38852, 0.61178)
H (1.11255, 0.55277, 2.58028)
H (0.66546, -1.21449, 2.46378)
H (-0.01479, -1.09749, 0.31220)
H (2.32744, -0.64973, 2.06094)
H (-1.06154, 1.49386, -0.85339)
H (1.59611, 1.27957, -0.78015)
H (-2.68121, 0.99902, -1.60930)
H (-2.38390, 0.95007, 0.15449)

Summary:
- LUMO level (spin up / spin down): -0.01422 / 0.00224 Eh
- Frontier orbital gap (spin up / spin down): 7.2 / 7.8 eV

=====

Stability verdict: a, ahead by 0.1656 hartree

=====

--- a ---
Entry from the Open Molecules 2025 dataset: a 6-piece molecular cluster, CH12O6 overall (ωB97M-V/def2-TZVPD).

Cartesian coordinates (Å):
O (-0.02375, -1.92300, -1.21376)
O (0.57876, 2.18254, -1.67368)
O (1.97925, 0.89627, 1.47898)
O (2.05753, -0.31766, -0.87669)
O (-2.45701, 0.16617, 0.74199)
O (-1.13904, -2.00826, 1.37762)
C (-1.83211, 1.17875, 0.58990)
H (1.52174, 2.33188, -1.83249)
H (-0.05372, -2.83763, -1.50629)
H (0.34616, 1.77010, -2.55865)
H (-0.56348, -1.93596, -0.40053)
H (-0.75849, 1.25703, 0.24264)
H (-1.82842, -1.31145, 1.16488)
H (1.80647, 0.32385, -1.54275)
H (-1.00468, -1.94401, 2.32181)
H (1.36596, -0.99087, -0.97249)
H (2.12031, 1.73907, 1.11363)
H (2.21557, 0.19955, 0.83586)
H (-2.17857, 2.13229, 0.87916)

Summary:
- SMILES string: C=O.O.O.O.O.O
- LUMO level: 0.00880 Eh
- Frontier orbital gap: 10.6 eV

=====

--- b ---
Entry from the Open Molecules 2025 dataset: a 6-piece molecular cluster, CH12O6 overall (ωB97M-V/def2-TZVPD).

Cartesian coordinates (Å):
O (-1.29617, -2.71855, 3.51303)
O (-1.19062, 1.15739, -1.96845)
O (2.96528, -0.88955, -1.04581)
O (-1.86341, 2.28032, 0.95635)
O (-0.94228, 0.26729, 2.96915)
O (1.83819, 0.91511, -3.11456)
C (2.10635, -1.79847, -1.03523)
H (-0.33229, -0.16456, 2.37249)
H (-1.70540, -2.19437, 2.77545)
H (-1.55820, 1.89097, 0.12975)
H (-1.04163, 0.46352, -2.60413)
H (2.33589, -2.86337, -0.70523)
H (1.00174, -1.61957, -1.23214)
H (2.36953, 0.76862, -3.99969)
H (-0.87562, 1.22513, 2.72364)
H (-0.57382, 1.85809, -2.14312)
H (-2.36826, 3.09044, 0.68424)
H (2.32664, 0.44497, -2.52355)
H (-1.19592, -2.11340, 4.24782)

Summary:
- SMILES string: C=O.O.O.O.O.O
- LUMO level: -0.00372 Eh
- Frontier orbital gap: 10.9 eV

=====

Stability verdict: a, ahead by 0.0147 hartree